No. 1
DFT (ωB97M-V/def2-TZVPD) results for C44H61FN6O3P2SSn as an isolated structure at a distorted geometry.

Summary:
net charge: +2

```
119
C44H61FN6O3P2SSn, DFT ωB97M-V/def2-TZVPD
Sn 9.808 13.636 18.482
C 7.365 15.573 16.176
C 8.570 16.310 15.651
C 8.956 15.851 14.282
P 9.896 16.056 16.901
C 11.468 17.208 16.743
C 11.055 18.538 16.145
C 12.141 17.425 18.140
C 9.050 16.684 18.375
C 8.339 17.841 18.235
C 7.879 18.476 19.389
C 7.964 17.862 20.644
C 8.605 16.662 20.798
C 9.278 16.197 19.691
N 10.066 15.043 19.973
C 11.283 15.076 20.722
C 11.395 15.590 21.989
C 12.556 15.592 22.746
C 13.732 15.078 22.180
C 13.678 14.587 20.883
C 12.467 14.554 20.206
P 12.330 13.420 18.890
C 12.871 14.195 17.397
C 12.716 13.354 16.098
C 14.220 14.913 17.287
C 13.009 11.817 19.482
C 12.499 10.702 18.549
C 12.571 11.726 20.958
H 6.515 15.686 15.487
H 7.055 16.061 17.107
H 7.686 14.586 16.435
H 8.335 17.354 15.574
H 9.390 14.849 14.310
H 9.593 16.414 13.681
H 8.026 15.675 13.666
H 12.193 16.688 16.085
H 10.599 19.125 16.894
H 10.457 18.562 15.232
H 11.982 19.071 15.957
H 11.478 17.979 18.817
H 13.042 17.946 17.901
H 12.452 16.481 18.678
H 7.985 18.274 17.240
H 7.400 19.445 19.282
H 7.423 18.382 21.476
H 8.758 16.165 21.724
H 10.468 16.118 22.319
H 12.512 16.025 23.712
H 14.628 15.225 22.754
H 14.579 14.182 20.416
H 12.067 14.904 17.423
H 13.577 12.709 15.954
H 12.822 14.181 15.339
H 11.784 12.821 15.954
H 14.998 14.398 17.853
H 14.175 15.971 17.608
H 14.595 14.911 16.245
H 14.035 11.946 19.472
H 11.909 9.843 19.033
H 13.378 10.279 17.955
H 11.756 11.120 17.867
H 13.095 10.923 21.441
H 11.528 11.476 21.099
H 12.850 12.505 21.558
C 4.829 8.699 15.750
C 6.186 8.038 16.142
N 7.302 8.994 16.387
C 7.474 9.623 17.597
C 8.219 10.732 17.811
C 8.386 11.118 19.296
O 7.662 10.778 20.188
O 9.556 11.742 19.510
C 8.851 11.329 16.770
O 9.693 12.291 16.756
C 8.650 10.733 15.415
C 9.257 11.332 14.295
C 9.175 10.621 13.153
F 9.671 11.170 12.035
C 8.617 9.383 13.010
C 7.865 8.908 14.079
C 7.872 9.552 15.306
N 8.577 8.687 11.764
C 9.873 8.632 11.068
C 10.015 7.505 10.070
N 8.639 7.346 9.366
C 7.920 8.706 9.396
C 7.507 9.074 10.824
H 4.995 9.299 14.879
H 4.507 9.325 16.559
H 4.126 7.890 15.541
H 6.533 7.338 15.433
H 5.997 7.514 17.107
H 6.959 9.070 18.396
H 9.843 12.214 14.186
H 7.342 7.948 13.913
H 10.671 8.578 11.779
H 10.157 9.550 10.542
H 10.252 6.618 10.613
H 10.750 7.714 9.309
H 8.056 6.642 9.875
H 8.891 7.039 8.428
H 7.046 8.658 8.822
H 8.590 9.445 8.984
H 6.617 8.598 11.139
H 7.274 10.209 10.862
H 8.208 13.532 18.458
C 14.539 14.928 12.535
N 15.171 14.619 11.227
C 16.228 15.290 10.626
C 16.613 14.605 9.524
N 15.738 13.508 9.485
C 14.844 13.556 10.518
S 13.520 12.485 10.927
H 13.531 14.713 12.442
H 14.554 16.006 12.659
H 14.975 14.434 13.421
H 16.615 16.150 11.136
H 17.449 14.796 8.806
H 15.587 12.879 8.715
```

Results of the Mulliken charge analysis, in e, for atoms 1 through 6: number 1, Sn, carries 1.274; number 2, C, carries -1.096; number 3, C, carries 0.861; number 4, C, carries -1.549; number 5, P, carries 1.138; number 6, C, carries 0.567

=====

No. 2
DFT (ωB97M-V/def2-TZVPD) results for a 3-piece molecular cluster, C14H14F18O6S overall at a distorted geometry.

Summary:
net charge: 0

```
53
C14H14F18O6S, DFT ωB97M-V/def2-TZVPD
O -5.575 0.071 6.281
C -4.936 0.319 5.249
F -4.196 -0.764 4.655
C -4.819 1.745 4.530
O -6.181 2.229 4.233
S -6.806 0.997 3.208
O -8.299 0.954 3.357
O -6.402 1.597 1.651
C -5.499 0.559 1.114
C -4.559 1.259 0.014
F -3.279 1.681 0.536
H -4.318 1.583 3.497
H -4.190 2.511 5.090
H -6.153 -0.196 0.556
H -4.930 -0.011 1.925
H -4.401 0.508 -0.848
H -5.137 2.170 -0.376
C 2.182 -0.248 2.151
C 1.521 -0.345 3.542
C 0.867 -1.686 3.877
F -0.144 -1.989 3.041
F 0.331 -1.649 5.124
F 0.641 0.675 3.685
F 2.504 -0.123 4.464
O 1.419 0.386 1.116
C 0.507 -0.420 0.400
C -0.945 0.033 0.577
F -1.323 -0.014 1.873
F -1.793 -0.777 -0.105
F 0.698 -1.714 0.724
F 0.859 -0.309 -0.904
H 3.050 0.406 2.276
H 2.603 -1.202 1.821
H 1.597 -2.499 3.853
H -1.083 1.056 0.222
C 3.549 -0.330 -3.274
C 3.534 1.016 -4.027
C 2.887 0.998 -5.412
F 3.526 0.180 -6.269
F 2.928 2.237 -5.967
F 4.798 1.502 -4.087
F 2.832 1.895 -3.253
O 4.766 -1.086 -3.332
C 4.946 -1.937 -4.445
C 6.151 -1.535 -5.302
F 6.016 -0.283 -5.791
F 6.278 -2.359 -6.371
F 3.801 -2.010 -5.151
F 5.148 -3.174 -3.937
H 3.441 -0.084 -2.214
H 2.674 -0.946 -3.502
H 1.838 0.695 -5.354
H 7.075 -1.574 -4.721
```

Results of the natural (NBO) charge analysis, in e, for atoms 1 through 6: number 1, O, carries -0.487; number 2, C, carries 0.816; number 3, F, carries -0.362; number 4, C, carries -0.216; number 5, O, carries -0.662; number 6, S, carries 1.665

=====

No. 3
DFT (ωB97M-V/def2-TZVPD) results for C20H29CdO4 as an isolated structure at a distorted geometry.

Summary:
net charge: -1
energy relative to the best compared isomer or geometry (same formula, charge and spin): 51.1 kcal/mol

```
54
C20H29CdO4, DFT ωB97M-V/def2-TZVPD
O 0.067 0.775 -0.192
C 0.908 0.967 -1.378
C -0.007 2.047 -1.916
H 0.909 0.038 -1.966
H 1.916 1.292 -1.097
C -0.925 1.708 -0.728
H -0.374 1.821 -2.917
H 0.378 3.065 -1.837
C -2.174 0.937 -1.099
H -1.906 0.112 -1.765
H -2.921 1.590 -1.593
H -2.597 0.482 -0.200
C -1.186 2.922 0.145
H -0.307 3.581 0.179
H -1.478 2.635 1.162
H -2.002 3.514 -0.310
Cd 0.109 -1.524 1.239
C 0.861 1.767 4.223
C 1.363 0.458 4.041
C 1.846 0.342 2.705
H 1.338 -0.341 4.779
C 1.593 1.592 2.060
C 0.968 2.462 2.991
H 0.657 3.487 2.815
H 0.463 2.174 5.147
H 2.431 -0.502 2.326
H 1.859 1.843 1.039
C -1.449 -0.484 4.330
C -1.822 0.697 3.633
C -2.177 0.343 2.333
H -1.850 1.700 4.064
C -1.921 -1.076 2.143
C -1.610 -1.582 3.478
H -1.553 -2.640 3.761
H -1.153 -0.516 5.379
H -2.698 0.997 1.638
H -2.372 -1.661 1.324
O 0.041 -1.320 -3.375
C -0.157 -0.568 -4.619
C 0.491 -1.324 -5.800
H 0.333 0.426 -4.513
H -1.236 -0.374 -4.775
C 1.382 -2.381 -5.126
H 1.089 -0.661 -6.437
H -0.257 -1.828 -6.421
C 1.098 -2.281 -3.620
H 2.423 -2.133 -5.323
H 1.174 -3.381 -5.510
H 1.990 -1.915 -3.094
H 0.836 -3.241 -3.152
O 2.847 -4.303 3.136
C 1.907 -3.526 2.987
O 1.683 -2.842 1.882
H 1.171 -3.371 3.824
```

Results of the natural (NBO) charge analysis, in e, for atoms 1 through 6: number 1, O, carries -0.571; number 2, C, carries -0.075; number 3, C, carries -0.461; number 4, H, carries 0.197; number 5, H, carries 0.186; number 6, C, carries 0.285

=====

No. 4
DFT (ωB97M-V/def2-TZVPD) results for a 2-piece molecular cluster, C10H21F2NO5S overall at a distorted geometry.

Summary:
net charge: 0
SMILES string: CC(C)CN(CC(=O)F)S(=O)(=O)F.COCCOC

```
40
C10H21F2NO5S, DFT ωB97M-V/def2-TZVPD
C -1.903 -1.683 0.371
C -0.575 -1.752 1.180
C 0.547 -0.817 0.652
C 0.006 -3.204 1.330
N 0.928 -3.485 0.188
C 0.253 -4.158 -0.923
C 0.444 -3.447 -2.270
O 1.222 -2.638 -2.512
F -0.447 -3.825 -3.237
S 2.206 -4.386 0.775
O 1.827 -5.316 1.786
O 2.945 -4.974 -0.285
F 3.123 -3.290 1.490
H -2.381 -2.686 0.328
H -2.647 -1.017 0.850
H -1.777 -1.332 -0.671
H -0.800 -1.412 2.213
H 0.260 0.250 0.750
H 1.463 -1.015 1.245
H 0.803 -0.980 -0.410
H 0.574 -3.208 2.280
H -0.773 -3.984 1.445
H -0.836 -4.139 -0.713
H 0.509 -5.230 -1.038
C -1.431 4.431 -1.883
O -1.145 5.326 -0.820
C -1.401 4.762 0.459
C -0.127 4.270 1.121
O 0.451 3.185 0.406
C 1.523 3.590 -0.433
H -0.953 4.816 -2.784
H -1.048 3.427 -1.689
H -2.512 4.385 -2.051
H -2.139 3.956 0.386
H -1.832 5.556 1.078
H -0.373 3.898 2.120
H 0.595 5.085 1.234
H 2.426 3.742 0.168
H 1.291 4.506 -0.981
H 1.708 2.793 -1.152
```

Results of the natural (NBO) charge analysis, in e, for atoms 1 through 6: number 1, C, carries -0.625; number 2, C, carries -0.231; number 3, C, carries -0.620; number 4, C, carries -0.233; number 5, N, carries -0.653; number 6, C, carries -0.361

=====

| no. | HOMO (eV) |
| --- | --- |
| 1 | -10.9 |
| 2 | -10.8 |
| 3 | -2.8 |
| 4 | -9.4 |